Record 1
Below is a structure of composition C61H46INO5P3RuSi, with properties calculated with ωB97M-V/def2-TZVPD.

Geometry as XYZ:
```
119
Properties=species:S:1:pos:R:3
Ru -0.133 0.044 -0.466
C 4.026 4.361 -1.845
C 3.929 3.004 -2.118
C 3.250 2.175 -1.248
C 2.657 2.696 -0.095
C 2.755 4.057 0.174
C 3.445 4.881 -0.700
P 1.800 1.475 0.941
C 1.480 2.325 2.518
C 2.076 1.958 3.724
C 1.709 2.594 4.896
C 0.733 3.577 4.900
C 0.121 3.933 3.709
C 0.486 3.309 2.533
C 3.221 0.378 1.302
C 4.409 0.930 1.773
C 5.486 0.114 2.070
C 5.354 -1.260 1.951
C 4.172 -1.806 1.485
C 3.106 -0.999 1.103
Si 1.548 -1.654 0.173
C 0.729 -2.770 1.525
C 1.308 -3.971 1.921
C 0.749 -4.736 2.928
C -0.412 -4.315 3.557
C -1.013 -3.131 3.172
C -0.446 -2.363 2.157
P -1.271 -0.833 1.615
C -1.725 -0.100 3.208
C -2.989 0.397 3.511
C -3.218 0.983 4.743
C -2.199 1.085 5.677
C -0.937 0.595 5.375
C -0.696 0.019 4.146
C -2.816 -1.417 0.861
C -3.667 -0.459 0.307
C -4.831 -0.852 -0.326
C -5.149 -2.197 -0.422
C -4.293 -3.148 0.106
C -3.124 -2.767 0.737
C 1.929 -2.943 -1.194
C 3.066 -3.737 -1.227
C 3.217 -4.722 -2.186
C 2.242 -4.908 -3.151
C 1.123 -4.094 -3.161
C 0.961 -3.121 -2.184
P -0.457 -1.942 -2.243
C -1.842 -2.991 -2.742
C -2.846 -2.551 -3.606
C -3.925 -3.369 -3.883
C -4.035 -4.614 -3.284
C -3.053 -5.046 -2.404
C -1.968 -4.237 -2.125
C 0.072 -1.017 -3.723
C 0.857 0.113 -3.512
C 1.257 0.906 -4.569
C 0.884 0.563 -5.859
C 0.126 -0.575 -6.080
C -0.277 -1.371 -5.022
H 4.543 5.016 -2.532
H 4.382 2.595 -3.012
H 3.176 1.111 -1.448
H 2.301 4.471 1.064
H 3.519 5.938 -0.485
H 2.837 1.191 3.749
H 2.193 2.314 5.821
H 0.444 4.053 5.826
H -0.643 4.698 3.690
H -0.010 3.586 1.615
H 4.497 2.001 1.894
H 6.417 0.547 2.406
H 6.181 -1.903 2.211
H 4.075 -2.879 1.433
H 2.204 -4.314 1.426
H 1.219 -5.661 3.227
H -0.854 -4.913 4.341
H -1.924 -2.798 3.652
H -3.790 0.307 2.793
H -4.200 1.363 4.983
H -2.386 1.545 6.637
H -0.142 0.670 6.101
H 0.287 -0.360 3.899
H -3.380 0.584 0.340
H -5.479 -0.113 -0.774
H -6.053 -2.506 -0.927
H -4.520 -4.199 0.005
H -2.454 -3.521 1.124
H 3.846 -3.582 -0.500
H 4.098 -5.345 -2.181
H 2.358 -5.676 -3.902
H 0.366 -4.218 -3.924
H -2.785 -1.570 -4.055
H -4.687 -3.029 -4.573
H -4.892 -5.241 -3.492
H -3.137 -6.018 -1.935
H -1.204 -4.562 -1.430
H 1.139 0.393 -2.487
H 1.838 1.797 -4.378
H 1.185 1.182 -6.692
H -0.175 -0.840 -7.084
H -0.872 -2.253 -5.209
O -2.826 1.838 -2.146
N -2.517 0.818 -2.719
O -2.712 0.617 -3.897
O -1.955 -0.119 -2.042
I -1.545 8.948 -0.113
C -1.388 6.846 -0.319
C -2.376 6.030 0.206
C -2.240 4.657 0.112
C -1.126 4.111 -0.514
C -0.166 4.944 -1.078
C -0.286 6.317 -0.967
C -0.868 2.640 -0.501
O -1.381 1.931 0.393
O -0.023 2.189 -1.315
H -3.236 6.466 0.690
H -2.987 4.000 0.530
H 0.681 4.493 -1.574
H 0.471 6.963 -1.385
```

E_tot: -4489.18057 Eh
2S+1: 2
Gap between HOMO and LUMO (spin up / spin down): 0.248 / 0.283 Eh

Record 2
Below is a structure of composition C61H48N3O2P3SiSm, with properties calculated with ωB97M-V/def2-TZVPD.

Geometry as XYZ:
```
119
Properties=species:S:1:pos:R:3
Sm -20.680 -7.199 6.766
C -24.395 -6.030 1.697
C -23.666 -4.904 2.059
C -22.424 -5.047 2.700
C -21.857 -6.323 2.895
C -22.655 -7.419 2.579
C -23.888 -7.280 1.959
P -20.309 -6.610 3.831
C -19.563 -8.111 2.976
C -18.875 -8.963 3.812
C -18.177 -10.019 3.310
C -18.194 -10.276 1.942
C -18.893 -9.407 1.105
C -19.602 -8.310 1.636
C -19.204 -5.255 3.391
C -19.212 -4.671 2.136
C -18.204 -3.823 1.706
C -17.235 -3.460 2.618
C -17.180 -4.028 3.871
C -18.200 -4.965 4.255
Si -18.244 -5.637 6.095
C -17.056 -7.118 6.005
C -16.189 -7.392 5.000
C -15.214 -8.446 5.101
C -15.065 -9.209 6.239
C -15.968 -8.958 7.319
C -16.950 -8.007 7.133
P -18.293 -7.888 8.362
C -17.712 -6.750 9.632
C -16.348 -6.668 9.825
C -15.803 -5.796 10.810
C -16.699 -5.121 11.639
C -18.122 -5.175 11.453
C -18.608 -6.052 10.487
C -18.329 -9.500 9.134
C -18.644 -10.610 8.365
C -18.961 -11.829 8.961
C -18.855 -11.993 10.369
C -18.288 -10.942 11.100
C -18.039 -9.726 10.490
C -17.324 -4.290 7.103
C -15.914 -4.476 7.130
C -15.075 -3.761 7.973
C -15.622 -2.809 8.842
C -16.981 -2.640 8.808
C -17.830 -3.281 7.925
P -19.537 -2.602 8.025
C -20.924 -3.808 7.707
C -21.382 -4.380 8.888
C -22.461 -5.278 8.909
C -23.194 -5.541 7.763
C -22.856 -4.806 6.636
C -21.720 -4.001 6.556
C -19.666 -1.535 6.543
C -18.594 -1.446 5.723
C -18.671 -0.815 4.488
C -19.898 -0.302 4.129
C -20.981 -0.288 4.957
C -20.899 -0.880 6.216
H -25.324 -5.925 1.201
H -23.946 -3.856 1.720
H -21.850 -4.174 2.995
H -22.207 -8.396 2.789
H -24.469 -8.141 1.652
H -18.966 -8.869 4.886
H -17.761 -10.712 3.996
H -17.779 -11.153 1.489
H -19.059 -9.703 0.041
H -20.216 -7.648 1.061
H -19.899 -5.027 1.359
H -18.272 -3.431 0.689
H -16.476 -2.742 2.307
H -16.303 -3.859 4.483
H -16.136 -6.779 4.122
H -14.513 -8.562 4.316
H -14.309 -9.984 6.271
H -16.046 -9.668 8.151
H -15.751 -7.312 9.143
H -14.705 -5.635 10.924
H -16.310 -4.440 12.425
H -18.850 -4.650 12.075
H -19.693 -6.090 10.351
H -18.813 -10.517 7.313
H -19.314 -12.694 8.376
H -19.133 -12.850 10.960
H -18.102 -11.094 12.141
H -17.630 -8.906 11.068
H -15.480 -5.228 6.460
H -13.999 -3.889 7.863
H -14.975 -2.308 9.599
H -17.345 -1.847 9.437
H -20.857 -4.096 9.798
H -22.887 -5.792 9.681
H -24.031 -6.152 7.801
H -23.429 -4.896 5.685
H -21.325 -3.582 5.658
H -17.687 -1.898 5.993
H -17.887 -0.797 3.677
H -19.962 0.206 3.150
H -21.892 0.227 4.632
H -21.729 -0.803 6.880
O -20.789 -9.446 6.283
N -21.168 -10.391 7.078
N -21.622 -9.877 8.163
O -21.600 -8.600 8.438
C -22.055 -10.735 9.270
C -21.934 -10.189 10.509
C -22.280 -11.034 11.568
C -22.771 -12.294 11.364
C -23.037 -12.759 10.062
C -22.652 -11.926 9.016
H -21.608 -9.166 10.660
H -22.044 -10.692 12.545
H -22.974 -12.972 12.164
H -23.458 -13.731 9.823
H -22.680 -12.378 7.997
N -24.045 -9.043 5.407
C -23.263 -8.295 5.770
H -24.405 -9.717 4.783
```

E_tot: -4639.25704 Eh
2S+1: 6
Net charge: +1
Gap between HOMO and LUMO (spin up / spin down): 0.253 / 0.258 Eh

Record 3
Below is a structure of composition C61H49BrN3O5P3SW, with properties calculated with ωB97M-V/def2-TZVPD.

Geometry as XYZ:
```
124
Properties=species:S:1:pos:R:3
W 0.074 0.289 -0.003
O -2.950 1.754 -0.790
C -4.074 1.017 -0.512
C -5.297 1.391 -1.054
C -6.417 0.622 -0.804
C -6.306 -0.520 -0.016
C -5.076 -0.887 0.495
C -3.927 -0.133 0.247
P -2.283 -0.657 0.922
C -2.298 -2.434 0.463
C -2.873 -2.892 -0.718
C -2.729 -4.221 -1.101
C -2.030 -5.111 -0.300
C -1.474 -4.666 0.894
C -1.600 -3.338 1.263
C -2.798 -0.690 2.695
C -2.733 0.510 3.400
C -3.194 0.592 4.707
C -3.733 -0.525 5.327
C -3.812 -1.723 4.631
C -3.350 -1.805 3.327
C -2.812 3.052 -0.385
C -3.719 3.771 0.373
C -3.423 5.099 0.664
C -2.257 5.690 0.207
C -1.343 4.942 -0.527
C -1.605 3.613 -0.813
P -0.487 2.399 -1.575
C 1.022 3.386 -1.903
C 1.754 3.841 -0.803
C 2.939 4.534 -0.983
C 3.421 4.771 -2.265
C 2.701 4.327 -3.362
C 1.504 3.641 -3.183
C -1.172 2.091 -3.231
C -0.495 1.202 -4.066
C -0.970 0.935 -5.339
C -2.137 1.538 -5.786
C -2.820 2.413 -4.956
C -2.338 2.694 -3.686
H -5.348 2.279 -1.671
H -7.372 0.907 -1.225
H -7.178 -1.127 0.187
H -4.998 -1.785 1.096
H -3.401 -2.209 -1.370
H -3.167 -4.552 -2.034
H -1.928 -6.147 -0.596
H -0.943 -5.355 1.542
H -1.166 -2.997 2.193
H -2.316 1.387 2.918
H -3.136 1.534 5.236
H -4.095 -0.462 6.345
H -4.240 -2.599 5.103
H -3.433 -2.745 2.799
H -4.631 3.317 0.730
H -4.123 5.676 1.254
H -2.051 6.728 0.431
H -0.415 5.389 -0.862
H 1.402 3.620 0.198
H 3.498 4.874 -0.121
H 4.356 5.297 -2.405
H 3.065 4.510 -4.364
H 0.952 3.300 -4.049
H 0.390 0.695 -3.703
H -0.443 0.233 -5.972
H -2.520 1.317 -6.774
H -3.735 2.880 -5.297
H -2.872 3.388 -3.047
N 0.390 -2.724 -1.634
N -0.325 -2.256 -2.743
C -1.301 -1.288 -2.523
O -2.222 -1.178 -3.313
O -1.154 -0.560 -1.456
H 1.371 -2.793 -1.865
H 0.035 -3.623 -1.325
H -0.614 -2.940 -3.428
C -0.065 -3.213 5.403
C -0.334 -1.895 5.059
C 0.215 -1.360 3.907
C 1.030 -2.129 3.077
C 1.324 -3.439 3.447
C 0.772 -3.977 4.603
P 1.653 -1.205 1.616
C 2.692 -2.350 0.643
C 3.880 -1.875 0.092
C 4.622 -2.663 -0.776
C 4.204 -3.950 -1.081
C 3.028 -4.438 -0.525
C 2.271 -3.639 0.319
C 2.983 -0.301 2.531
C 3.881 -1.094 3.253
C 4.907 -0.522 3.983
C 5.051 0.860 4.011
C 4.158 1.653 3.311
C 3.128 1.078 2.573
H -0.502 -3.642 6.295
H -0.979 -1.287 5.679
H 0.004 -0.332 3.632
H 1.997 -4.040 2.852
H 1.005 -4.996 4.882
H 4.230 -0.881 0.345
H 5.534 -2.270 -1.206
H 4.788 -4.569 -1.749
H 2.687 -5.438 -0.762
H 1.324 -4.003 0.691
H 3.775 -2.173 3.247
H 5.591 -1.155 4.533
H 5.852 1.311 4.581
H 4.259 2.730 3.329
H 2.440 1.704 2.029
Br 4.948 -0.017 -5.952
C 4.785 0.600 -4.169
C 5.825 1.317 -3.594
N 5.771 1.771 -2.345
C 4.671 1.531 -1.641
C 3.584 0.821 -2.141
C 3.643 0.341 -3.442
C 2.378 0.621 -1.317
O 2.241 1.146 -0.193
O 1.396 -0.066 -1.738
H 6.724 1.528 -4.159
H 4.635 1.915 -0.628
H 2.813 -0.215 -3.858
S -0.035 1.705 1.645
```

E_tot: -6957.87972 Eh
Gap between HOMO and LUMO (spin up / spin down): 0.245 / 0.245 Eh

Record 4
Below is a structure of composition C61H49FN4O2P3SiSn, with properties calculated with ωB97M-V/def2-TZVPD.

Geometry as XYZ:
```
122
Properties=species:S:1:pos:R:3
Sn 0.600 0.351 0.746
C 4.397 -5.075 -1.087
C 5.241 -3.975 -1.069
C 4.722 -2.689 -1.130
C 3.346 -2.493 -1.202
C 2.503 -3.609 -1.226
C 3.023 -4.889 -1.170
P 2.480 -0.885 -1.259
C 3.838 0.324 -1.140
C 4.568 0.323 0.052
C 5.505 1.308 0.303
C 5.699 2.330 -0.618
C 4.938 2.370 -1.774
C 4.009 1.373 -2.037
C 2.035 -0.887 -3.038
C 3.018 -0.985 -4.025
C 2.652 -0.963 -5.360
C 1.308 -0.840 -5.705
C 0.339 -0.776 -4.718
C 0.674 -0.824 -3.362
Si -0.567 -0.766 -1.868
C -1.903 0.338 -2.760
C -2.882 -0.104 -3.656
C -3.769 0.782 -4.241
C -3.686 2.146 -3.971
C -2.734 2.610 -3.079
C -1.871 1.705 -2.466
P -0.640 2.223 -1.227
C -1.611 3.065 0.055
C -2.927 2.688 0.322
C -3.570 3.164 1.455
C -2.910 4.010 2.334
C -1.585 4.355 2.097
C -0.931 3.870 0.976
C 0.196 3.532 -2.191
C 0.959 3.040 -3.255
C 1.702 3.893 -4.049
C 1.701 5.258 -3.786
C 0.937 5.756 -2.743
C 0.188 4.901 -1.945
C -1.468 -2.444 -1.958
C -1.125 -3.577 -2.686
C -1.888 -4.736 -2.593
C -2.988 -4.779 -1.747
C -3.322 -3.670 -0.973
C -2.570 -2.504 -1.066
P -2.869 -0.894 -0.152
C -4.345 -1.412 0.873
C -5.572 -0.807 0.606
C -6.669 -1.014 1.431
C -6.544 -1.819 2.553
C -5.328 -2.430 2.832
C -4.241 -2.235 1.996
C -1.091 -1.382 1.910
C -0.983 -0.883 3.265
C -0.193 -1.594 4.198
C 0.440 -2.772 3.854
C 0.316 -3.272 2.556
C -0.422 -2.580 1.598
H 4.811 -6.075 -1.040
H 6.313 -4.118 -1.008
H 5.385 -1.835 -1.115
H 1.430 -3.455 -1.287
H 2.362 -5.747 -1.188
H 4.366 -0.451 0.787
H 6.064 1.295 1.231
H 6.429 3.107 -0.422
H 5.055 3.190 -2.473
H 3.405 1.423 -2.933
H 4.062 -1.072 -3.746
H 3.409 -1.038 -6.133
H 1.022 -0.809 -6.751
H -0.704 -0.689 -4.997
H -2.960 -1.163 -3.881
H -4.528 0.416 -4.925
H -4.368 2.838 -4.452
H -2.659 3.670 -2.860
H -3.432 1.994 -0.340
H -4.587 2.859 1.667
H -3.418 4.368 3.220
H -1.052 4.979 2.805
H 0.121 4.077 0.816
H 0.957 1.971 -3.446
H 2.291 3.503 -4.871
H 2.289 5.931 -4.398
H 0.922 6.823 -2.549
H -0.404 5.297 -1.131
H -0.271 -3.551 -3.358
H -1.628 -5.603 -3.193
H -3.584 -5.683 -1.688
H -4.177 -3.717 -0.310
H -5.655 -0.170 -0.269
H -7.620 -0.543 1.208
H -7.393 -1.964 3.211
H -5.230 -3.059 3.709
H -3.298 -2.719 2.217
H -2.348 0.709 2.874
H -0.123 -1.192 5.202
H 1.044 -3.307 4.579
H 0.811 -4.203 2.292
H -0.518 -2.981 0.595
O 2.579 -2.142 2.399
H 1.865 -2.786 2.282
H 2.121 -1.346 2.723
F 1.831 2.101 0.571
N -1.728 -0.604 0.989
C -1.712 0.270 3.642
N -1.644 0.792 4.872
C -2.325 1.799 5.317
N -2.866 2.682 5.870
O 1.146 0.072 3.230
N 1.461 0.656 4.337
C 2.727 0.597 4.812
C 3.052 1.170 6.014
C 2.084 1.834 6.763
C 0.798 1.910 6.232
C 0.508 1.322 5.027
H 3.432 0.078 4.181
H 4.074 1.108 6.362
H 2.326 2.272 7.720
H 0.013 2.433 6.760
H -0.470 1.332 4.564
```

E_tot: -4351.01462 Eh
2S+1: 2
Net charge: -2
Gap between HOMO and LUMO (spin up / spin down): 0.165 / 0.191 Eh

no.,strongest force on any atom (eV Å⁻¹)
1,3.4
2,3.4
3,0.5
4,4.8